# 1
Entry from the Open Molecules 2025 dataset: 2 unconnected molecules or ions with the total composition C10H16OS in a non-equilibrium geometry (ωB97M-V/def2-TZVPD).

```
28
Properties=species:S:1:pos:R:3:lowdin_charge:R:1
C -0.263 2.436 -0.489 -0.613
C 0.657 -1.122 1.518 -0.070
C -1.025 2.466 -1.754 -0.236
H -1.370 -2.196 -1.020 0.123
C -1.587 -1.454 2.277 -0.304
H 1.847 0.507 -1.270 0.007
H -0.031 -0.692 3.530 0.140
O -2.539 -0.996 3.169 0.009
H -1.536 3.402 -2.123 0.098
C 0.304 -1.640 0.317 -0.281
S 1.382 2.951 -0.850 0.782
H 2.170 1.663 -2.759 0.043
H -2.966 -2.270 0.898 0.112
H -0.274 1.317 0.059 0.138
H 1.597 -0.876 1.716 0.074
H 2.417 -1.847 -0.186 0.067
H -2.011 -0.339 3.748 0.140
C 1.444 -1.954 -0.686 -0.069
C 2.128 1.503 -1.653 -0.405
C -0.305 -1.088 2.501 -0.054
H 1.553 -1.460 -1.698 0.076
H 1.395 -3.107 -0.734 0.103
H -0.604 1.891 -2.516 0.030
H 3.180 1.777 -1.349 0.027
H -0.646 3.259 0.085 0.049
C -1.047 -1.950 -0.009 -0.053
H -1.928 1.784 -1.696 0.082
C -1.943 -1.963 0.973 -0.016
```

Values from the calculation:
Orbital gap (eV): 8.9561
Total charge: 0
Energy (eV): -23509.809
SMILES string: Cc1ccc(O)cc1.CCSC
ΔE to the lowest compared entry with this formula, charge and spin (kJ/mol): 245.5
Largest force on an atom (eV/Å): 4.6


# 2
Entry from the Open Molecules 2025 dataset: a molecular structure, C22H50N3P3SeV in a non-equilibrium geometry (ωB97M-V/def2-TZVPD).

```
80
Properties=species:S:1:pos:R:3:lowdin_spin:R:1
P 0.038 2.380 -0.056 -0.005
H 1.706 0.812 2.015 0.001
H -0.727 4.408 1.103 0.000
H -0.012 -3.147 2.319 0.000
H -1.532 -3.185 -1.447 0.000
C -2.692 0.132 4.107 0.000
H 1.505 4.332 -0.136 -0.001
N -1.275 0.075 4.397 0.003
C -0.822 3.325 1.275 0.006
C 2.609 -0.063 -4.678 0.000
H 2.337 -2.982 1.092 0.000
H 2.341 2.875 -0.737 0.000
C 1.039 0.377 -6.448 0.003
H -0.145 -2.565 -2.357 0.000
H -3.400 1.313 1.259 0.000
H -1.707 0.245 2.110 0.003
H -2.613 -1.064 -2.723 -0.001
C 1.865 -0.113 2.588 0.004
H -0.342 2.554 -2.438 0.000
H -0.043 -4.185 -1.570 -0.001
H 0.021 0.555 -6.809 0.000
H -4.198 -0.380 -2.159 -0.001
P 0.228 -2.346 0.020 -0.008
H -2.942 1.065 3.609 0.000
H 2.794 -0.222 -3.621 0.000
H 2.112 3.112 1.005 0.000
H 2.582 -0.751 4.827 0.000
C 2.245 0.061 -1.322 -0.004
H 3.131 1.091 0.287 0.000
H 4.639 -0.229 -5.224 0.000
C -3.491 1.266 0.166 0.007
Se -0.040 0.239 -3.655 -0.085
H -4.531 1.059 -0.120 0.000
H 4.254 0.131 -7.646 0.000
C 1.579 -0.327 5.008 0.001
H -2.845 0.694 -2.730 -0.001
C -0.984 0.148 5.830 0.000
H 1.072 -1.055 5.652 0.000
H 3.280 -0.808 0.298 0.000
C -0.354 -0.007 3.386 0.002
H -1.886 3.063 1.319 0.000
H -1.598 -2.999 1.544 0.000
C 3.428 0.139 -6.948 0.004
H -1.903 0.458 6.315 0.000
C -0.439 -3.162 -1.486 -0.005
P -2.558 -0.137 -0.515 0.020
H -0.334 4.185 -1.667 -0.001
C 1.288 0.173 -5.064 0.005
C -3.366 -1.561 0.273 0.007
N 0.961 -0.150 3.713 0.004
N -0.709 0.060 2.089 0.007
H 2.908 -0.190 2.951 0.000
H 1.908 0.981 -1.840 0.000
H -0.547 -4.390 1.150 0.000
C 2.115 0.362 -7.354 0.001
C -3.111 -0.235 -2.226 0.003
C -0.671 3.142 -1.568 -0.005
H -3.241 -1.530 1.363 0.000
H -4.426 -1.450 0.006 0.000
H 2.053 -0.895 -1.837 0.000
H 1.794 -4.219 -0.060 -0.001
V -0.321 -0.003 -0.283 2.002
H -0.244 0.910 6.100 0.000
C 1.883 -3.136 0.106 -0.004
H 2.560 -2.723 -0.645 0.000
H 1.621 -0.947 1.903 0.002
H -3.152 2.208 -0.280 0.000
C 1.650 3.254 0.022 -0.003
H -0.745 -0.824 6.276 0.000
C -0.562 -3.315 1.384 0.005
H -2.996 -0.725 3.507 0.000
H 0.062 -0.116 -1.796 0.032
C 3.645 -0.067 -5.589 0.000
H -0.371 3.078 2.244 0.000
H 1.935 0.536 -8.408 0.000
C 2.909 0.111 -0.152 0.003
H 1.723 0.615 5.564 0.000
H -2.969 -2.503 -0.123 0.000
H -3.214 0.093 5.065 0.000
H -1.760 3.092 -1.529 0.000
```

Values from the calculation:
Orbital gap (spin up / spin down) (eV): 4.7396 / 4.8566
Total charge: +3
Energy (eV): -146966.251
Multiplicity: 3
<S²>: 2.05
Largest force on an atom (eV/Å): 5.3


# 3
Entry from the Open Molecules 2025 dataset: 2 unconnected molecules or ions with the total composition CHIS2 in a non-equilibrium geometry (ωB97M-V/def2-TZVPD).

```
5
Properties=species:S:1:pos:R:3:lowdin_charge:R:1
H 0.925 2.419 -0.754 -0.151
S 0.641 1.147 -0.066 -0.123
S -0.429 -2.297 -0.234 0.562
C 0.526 -2.895 0.813 -0.561
I -1.663 1.627 0.242 0.273
```

Values from the calculation:
Orbital gap (eV): 8.3483
Total charge: 0
Energy (eV): -30821.833
ΔE to the lowest compared entry with this formula, charge and spin (kJ/mol): 210.5
Largest force on an atom (eV/Å): 2.6


# 4
Entry from the Open Molecules 2025 dataset: 9 unconnected molecules or ions with the total composition C35H93N11O15 in a non-equilibrium geometry (ωB97M-V/def2-TZVPD).

```
154
Properties=species:S:1:pos:R:3:lowdin_charge:R:1
H -3.616 7.367 4.875 0.089
N -1.561 3.620 3.624 -0.036
H 3.915 -2.354 -1.133 0.061
H -0.931 -3.564 -4.033 0.109
H 3.974 -2.999 2.169 0.122
H 2.650 1.539 -4.566 0.107
O 0.441 -1.098 2.185 -0.107
N 4.331 2.452 -3.628 -0.057
N 2.641 -2.272 -4.118 0.161
H 4.759 -0.788 3.188 0.126
H -2.050 4.155 -0.083 0.111
H -4.237 0.342 -0.819 0.094
H 2.884 1.313 3.625 0.093
C -1.536 6.069 3.961 -0.265
C 4.061 3.085 -5.993 -0.252
H -7.416 -5.746 -0.650 0.089
H -4.699 -5.389 0.814 0.049
C -2.740 2.509 -1.198 -0.232
C -5.230 6.672 -0.210 -0.253
H 7.638 -1.818 -0.296 0.128
H 0.795 -7.055 -1.419 0.088
H -1.715 0.505 2.335 0.089
H 4.581 1.550 3.137 0.091
C -4.848 -4.380 -2.024 -0.226
H -1.677 5.912 5.042 0.126
C 4.463 3.528 -4.604 -0.207
H 2.996 -2.119 1.086 0.107
H 1.148 1.108 -1.031 0.084
C -1.809 1.247 3.140 -0.242
C 3.837 -0.935 2.614 -0.232
H 9.440 0.012 1.815 0.091
C 7.543 -1.759 0.798 -0.245
H -3.406 -3.957 2.182 0.084
N 0.568 -5.250 5.108 0.161
H 8.474 1.341 1.221 0.088
C -3.906 6.009 -0.519 -0.216
H 3.130 0.811 -3.098 0.098
C -3.287 0.467 -0.278 -0.115
N 0.920 -3.134 4.205 0.172
O 2.109 2.856 -1.543 -0.172
H -0.516 -4.792 -1.636 0.119
N 5.095 -1.897 0.693 -0.046
H 5.275 -0.894 0.676 0.101
H -5.377 -4.244 -2.972 0.125
O -1.170 -3.945 4.525 0.002
C 3.959 -2.058 1.613 -0.195
H 1.905 -3.296 4.317 0.083
H -3.233 6.162 0.327 0.112
H 2.915 1.034 -0.903 0.086
H -2.878 1.501 3.176 0.135
H -1.982 -1.229 3.845 0.072
C 1.923 2.605 -2.917 -0.219
H -5.132 7.730 0.068 0.120
C 2.050 1.688 -0.773 -0.114
C 4.332 3.577 -8.264 -0.109
O -2.753 6.315 3.326 -0.177
H 4.389 2.045 -6.134 0.129
N -4.028 4.571 -0.771 -0.036
H -5.055 -6.918 1.437 0.099
H -3.527 2.307 -1.940 0.123
H -0.060 -5.975 5.401 0.109
H -3.388 -0.062 0.668 0.081
H 0.050 2.344 3.036 0.116
H 0.141 4.848 3.910 0.118
H 3.530 -2.324 -4.586 0.093
H 4.515 2.510 -8.427 0.086
H 4.948 4.169 -8.937 0.086
N -2.627 -3.873 -2.910 -0.060
O 4.683 3.925 -6.938 -0.189
H 8.437 -2.261 1.195 0.127
H 0.560 -4.960 -3.046 0.110
H -0.841 6.922 3.869 0.124
H -2.199 4.433 -1.861 0.119
H 5.516 3.823 -4.586 0.123
C 3.045 1.792 -3.577 -0.225
H 1.125 -7.264 -3.164 0.085
C 6.309 -2.474 1.278 -0.214
H -1.757 -5.045 -4.401 0.121
H 1.553 -5.410 5.212 0.091
H -3.503 -5.760 -2.862 0.128
C 0.077 -0.988 0.777 -0.204
H 3.288 3.842 -8.466 0.088
C -3.424 -4.875 -2.226 -0.206
C -1.028 2.510 2.856 -0.217
H 3.927 4.441 -4.302 0.117
H -5.830 6.704 -1.145 0.121
H -3.011 -5.155 -1.250 0.122
H -1.398 3.435 4.609 0.115
O -0.748 -6.532 -2.697 -0.202
H 3.024 -1.197 3.315 0.113
H 4.657 -2.611 -2.682 0.095
O -5.955 5.941 0.744 -0.180
H -7.250 -4.178 -1.383 0.086
H 9.055 0.139 0.062 0.090
H -3.165 -0.289 4.803 0.092
H -4.789 -3.394 -1.533 0.123
O -5.486 -5.314 -1.177 -0.222
H 0.961 2.094 -3.085 0.120
C -2.099 -0.504 4.658 -0.103
H -1.695 -0.934 5.570 0.089
H -7.080 7.590 1.301 0.085
H 1.848 3.562 -3.441 0.119
C 0.358 -7.340 -2.384 -0.120
H -0.590 4.996 2.321 0.118
O -1.398 0.690 4.373 -0.190
C -2.680 4.015 -0.962 -0.209
O 1.586 -2.193 -2.096 0.007
C 8.673 0.279 1.078 -0.105
C -0.828 4.875 3.378 -0.211
H 2.970 3.181 -6.085 0.123
H 6.375 -3.545 1.053 0.123
H -0.372 -0.005 0.605 0.108
C 2.622 -2.306 -2.747 -0.635
H -0.336 -3.034 0.649 0.128
C -3.625 -5.989 2.486 -0.672
H -7.844 6.498 0.114 0.088
C -6.749 -4.887 -0.712 -0.119
C 3.565 1.390 2.763 -0.103
H 1.895 1.918 0.281 0.076
C -7.196 6.540 1.001 -0.126
N -4.713 -5.990 1.622 0.147
H -1.810 -2.003 0.868 0.109
O -3.038 1.826 0.003 -0.186
H -4.426 4.484 -1.705 0.112
C -1.455 -4.407 -3.569 -0.204
H -1.773 2.151 -1.575 0.117
O -0.947 -2.000 -1.054 -0.100
H 1.028 -1.036 0.239 0.097
C -3.386 7.474 3.807 -0.113
H -6.656 -4.383 0.254 0.082
N -3.031 -4.768 2.634 0.157
H -2.792 8.384 3.652 0.088
O -3.259 -6.986 3.085 0.013
H -2.288 -3.182 -2.247 0.076
O 3.439 0.247 1.952 -0.205
N 3.827 -2.491 -2.129 0.178
H -0.061 -2.212 -1.388 0.029
H 3.257 2.253 2.176 0.080
H -2.234 -4.703 3.264 0.048
O 7.477 -0.439 1.273 -0.194
H 0.691 -0.209 2.458 0.076
H -7.686 5.985 1.799 0.088
H -1.161 2.692 1.785 0.104
C -0.857 -2.114 0.361 -0.211
H 6.314 -2.448 2.379 0.119
C -0.458 -5.142 -2.674 -0.217
H 0.613 -2.421 3.552 0.062
H 1.914 -1.805 -4.629 0.104
H -3.456 6.519 -1.386 0.118
H -4.325 7.581 3.268 0.081
C 0.042 -4.102 4.592 -0.647
H -2.519 0.029 -0.927 0.078
H 4.570 2.732 -2.687 0.110
H -0.010 -8.362 -2.324 0.087
```

Values from the calculation:
Orbital gap (eV): 8.5430
Total charge: 0
Energy (eV): -84903.286
SMILES string: COCCNCCOC.COCCNCCOC.COCCNCCOC.COCCNCCOC.COCCNCCOC.NC(N)=O.NC(N)=O.NC(N)=O.OCCO
ΔE to the lowest compared entry with this formula, charge and spin (kJ/mol): 0.0
Largest force on an atom (eV/Å): 1.8


# 5
Entry from the Open Molecules 2025 dataset: a molecular structure, C3H3AlO3 in a non-equilibrium geometry (ωB97M-V/def2-TZVPD).

```
10
Properties=species:S:1:pos:R:3:lowdin_charge:R:1
O -1.864 1.659 0.030 0.448
C -1.646 -0.813 -0.023 0.309
H -2.061 -1.225 0.906 0.225
O 1.454 0.592 0.013 0.256
H -2.086 -1.188 -0.955 0.224
C 0.400 0.038 -0.043 -0.193
C -1.296 0.578 -0.002 0.060
O -0.005 -1.160 -0.059 0.321
Al 2.329 1.914 -0.281 2.109
H -1.302 2.464 -0.050 0.240
```

Values from the calculation:
Orbital gap (eV): 4.5482
Total charge: +4
Energy (eV): -15832.043
ΔE to the lowest compared entry with this formula, charge and spin (kJ/mol): 38.0
Largest force on an atom (eV/Å): 12.5


# 6
Entry from the Open Molecules 2025 dataset: 2 unconnected molecules or ions with the total composition CH6ClNSi in a non-equilibrium geometry (ωB97M-V/def2-TZVPD).

```
10
Properties=species:S:1:pos:R:3:lowdin_charge:R:1
H -2.790 -1.923 0.680 -0.051
N -1.879 -1.640 0.764 -0.201
H -1.306 -2.510 1.000 0.060
H -0.799 -0.963 -1.662 -0.112
H 1.998 1.614 -0.806 -0.019
H 3.370 0.857 0.031 -0.045
H 2.599 2.298 0.641 -0.024
Si -1.326 -0.411 -0.385 0.115
Cl -2.320 1.330 -0.416 0.216
C 2.454 1.347 0.154 0.062
```

Values from the calculation:
Orbital gap (spin up / spin down) (eV): 9.6113 / 6.6731
Total charge: 0
Energy (eV): -23021.874
ΔE to the lowest compared entry with this formula, charge and spin (kJ/mol): 478.0
Largest force on an atom (eV/Å): 3.2